# 1
{
  "formula": "C6H12O2",
  "method": "ωB97M-V/def2-TZVPD",
  "symbols": ["C", "C", "O", "C", "C", "C", "C", "O", "H", "H", "H", "H", "H", "H", "H", "H", "H", "H", "H", "H"],
  "coordinates": [[-3.02815, -1.02111, -0.24740], [-1.61492, -0.75626, 0.21380], [-1.16347, 0.53104, -0.14780], [0.21311, 0.79299, 0.02001], [0.43387, 2.18187, -0.16786], [1.04646, -0.26911, 0.28751], [2.63147, -0.24748, 0.28194], [3.00207, -1.43456, -0.42752], [-3.63531, -1.79790, 0.44468], [-3.02181, -1.40802, -1.35341], [-3.49982, -0.06402, -0.01034], [-1.01248, -1.55930, -0.13245], [-1.52776, -0.70263, 1.29882], [-0.41066, 2.80373, 0.31551], [-0.07386, 2.24207, -1.11217], [1.38419, 2.67077, -0.24668], [0.60835, -1.04998, 0.83818], [2.87640, -0.33361, 1.36820], [3.11258, 0.73254, -0.07026], [3.67973, -1.31103, -1.15276]],
  "forces_ev_per_angstrom": [[-1.14, -1.27, 0.30], [-0.32, -0.22, 1.34], [0.89, 0.67, -0.45], [0.14, -4.69, 1.33], [-2.66, 2.64, -1.16], [1.34, 3.60, -0.35], [-1.74, 0.79, 0.73], [1.38, 0.31, -0.99], [1.80, 1.51, -1.63], [-0.44, 1.15, 2.10], [-0.69, -0.11, -0.99], [1.02, -0.42, -0.49], [-0.35, -0.75, 0.34], [1.78, -0.91, 0.36], [0.30, 0.78, -1.52], [0.46, -0.22, 0.44], [-0.13, -1.42, -0.14], [0.46, -0.22, -0.81], [-0.84, -1.49, 0.09], [-1.23, 0.26, 1.50]],
  "relative_energy_ev": 3.7998,
  "smiles": "CCO/C(C)=C/CO",
  "lumo_energy_ev": 0.91,
  "max_force_ev_per_a": 4.87,
  "homo_lumo_gap_ev": 9.19
}


# 2
{
  "formula": "C5H8S",
  "method": "ωB97M-V/def2-TZVPD",
  "symbols": ["C", "C", "C", "C", "C", "H", "H", "H", "H", "H", "H", "H", "H", "S"],
  "coordinates": [[-2.80792, -0.97370, 0.00960], [-2.54284, 0.47764, -0.02652], [-1.11024, 0.52066, 0.04198], [0.07190, 0.84899, -0.29815], [1.47567, 1.02243, 0.17388], [-3.85282, -1.24342, -0.31536], [-2.85138, -1.40125, 1.11988], [-2.09896, -1.75226, -0.67198], [-2.86780, 1.08694, -0.96489], [-3.16374, 0.76330, 0.89652], [2.31933, 2.03565, -0.23606], [1.34196, 1.22959, 1.29917], [1.67975, -1.44161, 0.84297], [2.43589, -0.66581, -0.08593]],
  "forces_ev_per_angstrom": [[-1.43, -5.87, -0.51], [-1.26, 0.70, 0.00], [5.44, 3.52, -1.75], [-3.28, -0.96, 2.48], [2.01, 1.17, 0.49], [0.82, 0.42, 0.05], [0.71, 0.98, -2.27], [-1.69, 2.48, 1.93], [0.25, -1.32, 1.63], [1.40, 0.78, -1.27], [-3.10, -3.46, 0.82], [0.71, -0.41, -1.76], [0.84, 1.18, -1.20], [-1.40, 0.79, 1.37]],
  "relative_energy_ev": 4.5927,
  "lumo_energy_ev": 0.59,
  "max_force_ev_per_a": 6.71,
  "homo_lumo_gap_ev": 9.51
}